# 1
Molecular formula: C28H16Cl5OPPd
Method: DFT, ωB97M-V/def2-TZVPD

ORCA input file:
```
! wB97M-V def2-TZVPD RIJCOSX def2/J DEFGRID3
* xyz -2 1
Pd -1.45536 0.33851 -0.88611
C 5.56169 -0.88020 -0.77263
C 4.81515 -0.99543 0.39377
C 3.47214 -0.63514 0.40558
C 2.83266 -0.16101 -0.74086
C 3.59818 -0.07369 -1.90301
C 4.94466 -0.41262 -1.92648
P 0.95505 0.31812 -0.90739
C 0.48865 -0.58198 0.63878
C 0.26899 0.05146 1.86736
C -0.10096 -0.67122 2.98972
C -0.26856 -2.05059 2.91487
C -0.04500 -2.69449 1.70580
C 0.34706 -1.97028 0.58809
C 1.20812 2.08833 -0.39544
C 2.44109 2.64670 -0.14930
C 2.58297 4.02578 0.12052
C 1.48640 4.83483 0.15536
C 0.19225 4.29984 -0.06947
C -0.95231 5.13198 0.01119
C -2.18881 4.57582 -0.16885
C -2.32936 3.20055 -0.44167
C -1.26124 2.31753 -0.54807
C 0.03475 2.91563 -0.34644
H 6.61013 -1.15806 -0.78426
H 5.28018 -1.36412 1.30238
H 2.91492 -0.72535 1.33123
H 3.11649 0.27095 -2.81453
H 5.50989 -0.31985 -2.84834
H 0.35997 1.13017 1.92466
H -0.28165 -0.14884 3.92315
H -0.58393 -2.61522 3.78528
H -0.19220 -3.76503 1.61663
H 0.49206 -2.48848 -0.35220
H 3.33477 2.03911 -0.15844
H 3.57301 4.42983 0.30658
H 1.57971 5.89572 0.37174
H -0.82428 6.18870 0.22582
H -3.07790 5.19869 -0.10363
H -3.33857 2.82191 -0.58103
Cl -6.82738 -5.06598 -0.16228
C -5.39843 -4.14732 -0.52029
C -5.44033 -2.75390 -0.60699
Cl -6.95562 -1.94147 -0.35068
C -4.31246 -2.01550 -0.89514
Cl -4.35463 -0.29821 -1.00761
C -3.02178 -2.61835 -1.11335
O -1.98228 -1.97667 -1.36973
C -3.03127 -4.05543 -1.01571
Cl -1.51340 -4.84441 -1.27234
C -4.17266 -4.77716 -0.73199
Cl -4.09057 -6.51420 -0.63423
*
```

Results of the natural (NBO) charge analysis, in e, for atoms 1 through 2: atom 1 (Pd): 0.07, atom 2 (C): -0.26


# 2
Molecular formula: C28H17Br2N3O5Sn
Method: DFT, ωB97M-V/def2-TZVPD

ORCA input file:
```
! wB97M-V def2-TZVPD RIJCOSX def2/J DEFGRID3
* xyz -2 1
Sn -0.98593 -0.09255 0.19621
O -2.35492 -2.45679 7.07849
C -1.72834 -1.40632 6.85251
O -1.20139 -0.58943 7.63408
C -1.58438 -1.03861 5.34093
C -0.92518 0.12370 4.95694
C -0.81225 0.42206 3.61351
N -1.30195 -0.37080 2.66025
C -1.93366 -1.49386 3.01094
C -2.10109 -1.85249 4.33916
C -2.45110 -2.36811 1.87283
O -3.16830 -3.32157 2.13839
O -2.07195 -2.02771 0.68305
H -0.51024 0.76699 5.72079
H -0.31157 1.32065 3.26507
H -2.62888 -2.75785 4.60227
Br -4.12841 4.26748 -1.21555
C -3.34198 3.06604 -2.46153
C -3.43590 3.35382 -3.81745
C -2.88239 2.50056 -4.73774
Br -2.99965 2.96531 -6.58963
C -2.24032 1.31085 -4.34012
C -1.67842 0.36483 -5.22544
C -1.09667 -0.77083 -4.73365
C -1.06639 -0.97066 -3.34630
N -1.57426 -0.10965 -2.49933
C -2.15189 1.02412 -2.94855
C -2.68419 1.93200 -1.93501
O -2.56477 1.70571 -0.69564
H -3.94274 4.25312 -4.13799
H -1.71366 0.55306 -6.28962
H -0.66611 -1.50831 -5.39789
H -0.60104 -1.85059 -2.91369
C 3.33636 1.28479 -3.50990
C 2.14039 1.81150 -3.03316
C 1.58627 1.35126 -1.85442
C 2.18133 0.31370 -1.10365
C 3.39874 -0.20285 -1.60459
C 3.95510 0.27867 -2.77552
N 1.53069 -0.18551 -0.00712
C 2.21101 -0.73099 1.06153
C 3.43762 -0.23102 1.54389
C 4.00600 -0.72868 2.70386
C 3.38226 -1.73202 3.43550
C 2.17680 -2.24420 2.97180
C 1.61499 -1.77068 1.80045
H 3.77290 1.65072 -4.43135
H 1.63583 2.59827 -3.58396
H 0.67156 1.79291 -1.47507
H 3.88210 -1.00858 -1.06637
H 4.89147 -0.14015 -3.13099
H 3.91567 0.58043 1.00876
H 4.94817 -0.31787 3.05203
H 3.81648 -2.09927 4.35686
H 1.66140 -3.01785 3.52904
H 0.68676 -2.19678 1.43208
*
```

Results of the natural (NBO) charge analysis, in e, for atoms 1 through 2: atom 1 (Sn): 1.54, atom 2 (O): -0.75


# 3
Molecular formula: C28H18Cl2N5O4Pd
Method: DFT, ωB97M-V/def2-TZVPD

ORCA input file:
```
! wB97M-V def2-TZVPD RIJCOSX def2/J DEFGRID3
* xyz 1 1
Pd 0.27045 0.72847 -0.81597
C 4.41406 1.25875 -1.54638
C 3.02767 1.15038 -1.62817
N 2.26058 1.01697 -0.55932
C 2.80962 1.01972 0.68681
C 4.20155 1.11746 0.84108
C 4.99931 1.22643 -0.30973
C 4.78306 1.13129 2.15380
C 4.00851 1.08595 3.25226
C 2.58052 1.02312 3.13530
C 1.73994 1.02584 4.26373
C 0.38283 0.99296 4.09847
C -0.12823 0.93984 2.79423
N 0.63465 0.92042 1.72271
C 1.97203 0.97398 1.87298
H 4.99365 1.36686 -2.45133
H 2.52127 1.18551 -2.58308
H 6.07435 1.30087 -0.20308
H 5.86044 1.19426 2.23553
H 4.44771 1.11255 4.24132
H 2.17864 1.06488 5.25319
H -0.28981 1.00931 4.94452
H -1.19974 0.90977 2.62604
O -3.69528 4.97621 -0.89861
C -4.33313 3.83374 -1.05465
O -5.52534 3.76992 -1.17962
C -3.51531 2.56571 -1.05524
C -4.07144 1.29739 -1.07297
Cl -5.70466 0.87776 -0.97678
N -3.07350 0.38030 -1.03998
N -1.87677 1.00757 -1.03334
C -2.13495 2.31116 -1.02359
C -0.96629 3.24850 -1.01639
O -1.12039 4.45275 -0.94375
O 0.18615 2.67446 -1.12353
C -3.15559 -1.05431 -1.07474
C -2.29665 -1.77027 -0.25924
C -2.34690 -3.15392 -0.24251
C -3.25604 -3.82724 -1.04537
C -4.11292 -3.10204 -1.85835
C -4.07319 -1.71558 -1.87796
H -2.70698 4.86996 -0.89444
H -1.63632 -1.23178 0.40303
H -1.69017 -3.70521 0.41846
H -3.30388 -4.90764 -1.03081
H -4.82417 -3.61261 -2.49338
H -4.72869 -1.18007 -2.54514
Cl 1.16656 -4.27455 1.75338
C 1.08318 -3.39371 0.27857
C 1.26726 -4.01988 -0.94265
C 1.17415 -3.25259 -2.09085
C 0.90735 -1.90136 -1.98092
N 0.73317 -1.30871 -0.79423
C 0.81122 -2.03960 0.31887
H 1.47390 -5.08068 -0.98619
H 1.30486 -3.69429 -3.06811
H 0.83336 -1.26798 -2.85382
H 0.66434 -1.52698 1.25995
*
```

Results of the natural (NBO) charge analysis, in e, for atoms 1 through 2: atom 1 (Pd): 0.99, atom 2 (C): -0.25


# 4
Molecular formula: C28H18Cl2N6O2Se2Sn
Method: DFT, ωB97M-V/def2-TZVPD

ORCA input file:
```
! wB97M-V def2-TZVPD RIJCOSX def2/J DEFGRID3
* xyz 2 1
Sn 0.44019 -0.02716 0.11826
Cl -1.68246 6.06435 -3.37595
C -1.58855 4.81354 -2.24203
C -0.53626 3.97160 -2.23986
C -0.40567 2.93252 -1.26575
N 0.66050 2.21068 -1.11861
C 1.90563 2.65009 -1.62463
O 2.15384 3.81404 -1.81392
C 2.93461 1.58827 -1.83354
C 4.14235 1.96338 -2.40387
C 5.10574 0.99318 -2.63011
C 4.81736 -0.31535 -2.27957
C 3.58428 -0.59689 -1.71006
N 2.65612 0.32965 -1.48120
C -1.52967 2.73946 -0.26715
C -2.64023 3.63516 -0.36129
C -2.67569 4.63760 -1.26969
Cl -4.00446 5.67801 -1.33182
N -1.34565 1.82962 0.65246
C -2.14593 1.79721 1.82375
O -3.04651 2.55772 2.07930
C -1.79003 0.72220 2.80643
C -2.30578 0.83520 4.09047
C -2.00482 -0.14738 5.02036
C -1.22108 -1.21579 4.62074
C -0.74938 -1.24612 3.31780
N -1.01495 -0.29544 2.42331
H 0.23972 4.10512 -2.97604
H 4.30965 2.99828 -2.66592
H 6.05917 1.26131 -3.06385
H 5.53144 -1.10936 -2.44717
H 3.33157 -1.60843 -1.42095
H -3.45768 3.52151 0.32669
H -2.91504 1.69268 4.33581
H -2.37788 -0.07742 6.03299
H -0.96172 -2.00861 5.30807
H -0.14177 -2.07207 2.97351
Se 0.32907 -4.05811 -1.62736
Se -0.10784 -1.97292 -2.50200
C -1.85204 -1.72369 -1.70631
C -2.96633 -2.36643 -2.21553
C -4.18652 -2.17006 -1.58529
C -4.24130 -1.33125 -0.48203
C -3.07481 -0.73109 -0.04550
N -1.89386 -0.92301 -0.64191
C 1.51813 -3.67770 -0.16114
C 2.34074 -4.73325 0.22409
C 3.23502 -4.53185 1.25771
C 3.28254 -3.28284 1.86637
C 2.40877 -2.30964 1.42878
N 1.53019 -2.49155 0.43119
H -2.88078 -3.00808 -3.08113
H -5.07368 -2.67517 -1.94234
H -5.17421 -1.14295 0.03004
H -3.07735 -0.07424 0.81256
H 2.26622 -5.68648 -0.28319
H 3.89241 -5.33201 1.56956
H 3.98547 -3.07611 2.66079
H 2.40916 -1.32392 1.88565
*
```

Results of the natural (NBO) charge analysis, in e, for atoms 1 through 2: atom 1 (Sn): 1.45, atom 2 (Cl): 0.17


| no. | HOMO-LUMO gap (eV) |
| --- | --- |
| 1 | 3.937 |
| 2 | 5.883 |
| 3 | 8.486 |
| 4 | 5.835 |